Entry 1:
A molecular structure, CH2F3NP2 at a distorted geometry. Source: OMol25; level of theory: the ωB97M-V functional and the def2-TZVPD basis.

DFT total energy ... -29290.650 eV
LUMO ... -0.3 eV
Molar mass ... 146.98 g mol⁻¹
Orbital gap ... 9.57 eV
Charge ... 0

Each line ends with the natural charge from an NBO analysis.
CARTESIAN COORDINATES (ANGSTROEM)
C -0.330 -1.654 0.754  -1.083
N 0.046 0.749 -0.903  -1.347
F -0.168 2.285 1.098  -0.597
F -0.777 -1.267 -2.003  -0.520
F 1.043 2.871 -0.830  -0.576
P 1.052 1.584 0.156  1.572
P -0.207 -0.725 -0.621  1.998
H -0.917 -2.538 0.696  0.266
H 0.258 -1.305 1.654  0.285

=====

Entry 2:
A single C16H19N3O3 molecule at a distorted geometry. Source: OMol25; level of theory: the ωB97M-V functional and the def2-TZVPD basis.

DFT total energy ... -27512.952 eV
LUMO ... 0.5 eV
Molar mass ... 301.35 g mol⁻¹
Orbital gap ... 8.63 eV
Charge ... 0

Each line ends with the natural charge from an NBO analysis.
CARTESIAN COORDINATES (ANGSTROEM)
N 0.673 0.345 1.287  -0.826
C -0.692 0.694 1.077  -0.133
C -0.888 1.113 -0.399  -0.420
C -0.011 2.249 -0.866  -0.167
C -0.435 3.530 -1.154  0.024
N 0.395 4.146 -2.034  -0.527
C 1.496 3.314 -2.287  0.111
C 2.658 3.539 -3.066  -0.236
C 3.600 2.497 -3.135  -0.222
C 3.226 1.228 -2.620  -0.222
C 1.999 0.988 -1.915  -0.240
C 1.176 2.088 -1.639  -0.031
C -1.763 -0.294 1.444  0.668
O -2.893 0.130 1.586  -0.625
N -1.612 -1.649 1.627  -0.428
C -2.838 -2.428 1.854  -0.202
C -2.302 -3.847 2.055  -0.419
C -0.787 -3.752 2.362  -0.402
C -0.385 -2.449 1.611  -0.155
C -0.014 -2.775 0.146  0.796
O -0.313 -3.720 -0.500  -0.557
O 0.767 -1.697 -0.320  -0.786
H 0.756 0.268 2.330  0.389
H 1.330 0.903 0.864  0.404
H -0.898 1.594 1.657  0.211
H -0.562 0.253 -0.963  0.231
H -1.941 1.286 -0.584  0.247
H -1.361 4.021 -0.789  0.214
H 0.441 5.173 -2.080  0.410
H 2.861 4.467 -3.506  0.213
H 4.555 2.566 -3.632  0.219
H 3.969 0.410 -2.566  0.214
H 1.827 -0.026 -1.568  0.240
H -3.439 -2.351 0.962  0.208
H -3.393 -2.054 2.659  0.210
H -2.672 -4.527 1.294  0.225
H -2.724 -4.205 2.924  0.207
H -0.242 -4.633 2.012  0.237
H -0.696 -3.707 3.429  0.210
H 0.449 -1.827 2.090  0.223
H 0.682 -0.861 0.354  0.489

=====

Entry 3:
A molecular structure, C45H43CdFN5O3P2S. Source: OMol25; level of theory: the ωB97M-V functional and the def2-TZVPD basis.

DFT total energy ... -97647.335 eV
LUMO ... -3.3 eV
Molar mass ... 927.30 g mol⁻¹
Orbital gap ... 5.79 eV
Charge ... +1

Each line ends with the Löwdin charge.
CARTESIAN COORDINATES (ANGSTROEM)
Cd -1.906 -0.164 -0.561  1.131
S -3.599 0.578 1.003  0.424
C -2.627 0.102 2.396  -0.806
C -2.735 0.811 3.602  -0.112
C -2.001 0.402 4.693  -0.081
C -1.179 -0.716 4.580  -0.095
C -1.117 -1.341 3.349  -0.180
N -1.799 -0.945 2.275  -0.001
H -3.381 1.676 3.646  0.098
H -2.057 0.952 5.625  0.106
H -0.597 -1.076 5.418  0.086
H -0.485 -2.215 3.207  0.098
N -1.475 2.777 -2.640  -0.409
P -2.857 3.278 -1.686  0.956
C -3.535 4.580 -2.767  -0.398
C -2.784 5.679 -3.188  -0.099
C -3.359 6.656 -3.983  -0.078
C -4.693 6.547 -4.360  -0.081
C -5.447 5.459 -3.950  -0.079
C -4.868 4.476 -3.155  -0.104
C -2.044 4.272 -0.386  -0.388
C -2.740 5.306 0.239  -0.097
C -2.181 5.979 1.315  -0.083
C -0.927 5.617 1.788  -0.093
C -0.237 4.576 1.183  -0.090
C -0.795 3.903 0.104  -0.108
P -1.447 1.086 -2.869  0.876
C -2.767 0.710 -4.069  -0.381
C -3.684 -0.301 -3.808  -0.094
C -4.696 -0.576 -4.719  -0.070
C -4.797 0.164 -5.886  -0.076
C -3.881 1.176 -6.154  -0.075
C -2.866 1.443 -5.252  -0.093
C 0.068 0.847 -3.832  -0.356
C 0.194 -0.286 -4.635  -0.086
C 1.373 -0.513 -5.327  -0.067
C 2.428 0.384 -5.222  -0.083
C 2.313 1.502 -4.408  -0.085
C 1.139 1.730 -3.704  -0.098
H -1.385 3.321 -3.494  0.048
H -1.749 5.777 -2.878  0.110
H -2.775 7.510 -4.302  0.105
H -5.144 7.316 -4.975  0.105
H -6.485 5.375 -4.244  0.105
H -5.448 3.620 -2.832  0.098
H -3.723 5.589 -0.121  0.107
H -2.725 6.790 1.783  0.104
H -0.488 6.147 2.623  0.100
H 0.739 4.287 1.552  0.099
H -0.251 3.094 -0.369  0.081
H -3.595 -0.890 -2.902  0.077
H -5.400 -1.373 -4.519  0.108
H -5.588 -0.048 -6.593  0.105
H -3.957 1.750 -7.069  0.106
H -2.144 2.221 -5.476  0.107
H -0.618 -0.999 -4.705  0.108
H 1.466 -1.396 -5.945  0.109
H 3.343 0.210 -5.774  0.103
H 3.139 2.196 -4.319  0.102
H 1.049 2.596 -3.061  0.092
C 2.175 -6.379 0.776  -0.061
C 2.941 -5.215 0.168  -0.187
N 2.198 -3.954 0.239  -0.031
C 1.281 -3.693 -0.725  0.038
C 0.537 -2.561 -0.826  -0.025
C -0.500 -2.553 -1.945  -0.644
O -0.205 -3.123 -2.984  0.038
O -1.626 -2.016 -1.660  -0.193
C 0.799 -1.487 0.085  -0.317
O 0.307 -0.344 0.041  -0.102
C 1.754 -1.791 1.157  -0.056
C 1.978 -0.833 2.147  0.079
C 2.752 -1.130 3.227  -0.193
F 2.986 -0.172 4.154  0.064
C 3.312 -2.403 3.405  -0.144
C 3.134 -3.338 2.401  0.055
C 2.384 -3.037 1.255  -0.122
N 4.003 -2.775 4.587  -0.110
C 5.333 -3.351 4.495  -0.119
C 5.394 -4.555 5.453  -0.070
N 4.312 -4.358 6.479  0.050
C 4.313 -2.944 6.982  -0.066
C 3.834 -2.035 5.829  -0.126
H 2.761 -7.295 0.702  0.081
H 1.233 -6.535 0.250  0.083
H 1.943 -6.196 1.827  0.072
H 3.150 -5.404 -0.884  0.130
H 3.904 -5.075 0.654  0.109
H 1.155 -4.459 -1.481  0.152
H 1.524 0.144 2.044  0.146
H 3.552 -4.327 2.531  0.107
H 6.094 -2.612 4.772  0.137
H 5.546 -3.671 3.480  0.131
H 6.346 -4.622 5.974  0.136
H 5.194 -5.500 4.951  0.135
H 4.393 -5.035 7.237  0.187
H 3.419 -4.502 5.999  0.184
H 5.331 -2.720 7.296  0.136
H 3.659 -2.880 7.848  0.138
H 4.405 -1.104 5.860  0.134
H 2.782 -1.787 5.955  0.134

=====

Entry 4:
2 unconnected molecules or ions with the total composition C12H26N4O6P at a distorted geometry. Source: OMol25; level of theory: the ωB97M-V functional and the def2-TZVPD basis.

DFT total energy ... -40386.132 eV
LUMO ... -5.2 eV
Molar mass ... 353.34 g mol⁻¹
Orbital gap ... 6.78 eV
Charge ... +1

Each line ends with the natural charge from an NBO analysis.
CARTESIAN COORDINATES (ANGSTROEM)
C -1.254 1.807 -0.452  -0.623
C -1.361 2.655 -1.812  -0.532
C -0.105 3.607 -2.096  0.784
O 0.004 4.678 -1.454  -0.517
O 0.931 3.307 -3.072  -0.537
C 1.795 2.319 -2.421  -0.093
C 1.276 0.850 -2.799  -0.272
N 2.317 -0.218 -2.746  -0.401
C 2.392 -1.138 -3.951  -0.226
C 0.925 -1.841 -4.103  -0.645
C 3.142 -0.452 -1.730  0.612
N 4.184 -1.439 -1.533  -0.491
C 4.841 -1.266 -0.248  0.254
N 4.150 -0.170 0.377  -0.357
N 3.198 0.277 -0.490  -0.390
H -0.415 2.218 0.200  0.212
H -1.026 0.690 -0.611  0.209
H -2.277 1.839 0.076  0.262
H -1.509 2.015 -2.756  0.224
H -2.273 3.353 -1.709  0.271
H 1.647 2.494 -1.286  0.168
H 2.905 2.496 -2.617  0.229
H 0.388 0.486 -2.177  0.237
H 0.898 0.915 -3.888  0.262
H 3.124 -2.001 -3.786  0.258
H 2.642 -0.539 -4.905  0.232
H 0.342 -1.225 -4.886  0.224
H 0.324 -1.791 -3.119  0.220
H 1.025 -2.938 -4.441  0.249
H 5.709 -1.851 0.190  0.283
H 4.266 0.272 1.304  0.456
H 2.652 1.064 -0.118  0.437
C -4.678 -1.914 2.640  -0.229
O -4.400 -0.777 3.445  -0.777
P -2.797 -0.151 3.457  2.305
O -2.605 -0.472 1.973  -0.941
O -2.333 -1.432 4.390  -0.799
C -3.104 -1.778 5.540  -0.250
O -1.206 0.497 3.518  -0.760
C -0.109 -0.382 3.346  -0.240
H -5.615 -2.352 2.989  0.194
H -4.808 -1.616 1.598  0.196
H -3.889 -2.666 2.722  0.179
H -3.708 -2.661 5.317  0.189
H -3.758 -0.964 5.858  0.187
H -2.427 -2.025 6.359  0.192
H -0.230 -1.004 2.453  0.188
H 0.023 -1.006 4.229  0.198
H 0.789 0.229 3.228  0.171

=====

Entry 5:
A molecular structure, C4H7N3O at a distorted geometry. Source: OMol25; level of theory: the ωB97M-V functional and the def2-TZVPD basis.

DFT total energy ... -10770.758 eV
LUMO ... 0.5 eV
Molar mass ... 113.12 g mol⁻¹
Orbital gap ... 8.73 eV
Charge ... 0

Each line ends with the natural charge from an NBO analysis.
CARTESIAN COORDINATES (ANGSTROEM)
C -2.114 0.475 -0.241  -0.020
C -1.748 1.751 0.159  -0.479
C 0.227 -0.674 -0.017  0.276
C 3.345 0.078 0.150  -0.143
H -1.964 -2.267 -0.477  0.467
H -3.223 -0.188 -0.539  0.216
H -2.297 2.581 0.509  0.229
H -0.623 1.757 0.032  0.244
H 0.490 -1.608 0.780  0.236
H 3.438 1.214 0.363  0.173
H 4.359 -0.642 0.044  0.214
N -1.170 -0.681 -0.287  -0.193
N 0.926 0.343 -0.478  -0.359
N 2.122 -0.434 -0.233  -0.327
O -1.768 -1.706 0.234  -0.533

=====

Entry 6:
9 unconnected molecules or ions with the total composition C3H25O9 at a distorted geometry. Source: OMol25; level of theory: the ωB97M-V functional and the def2-TZVPD basis.

DFT total energy ... -21938.478 eV
LUMO ... -2.8 eV
Molar mass ... 205.22 g mol⁻¹
Orbital gap ... 10.72 eV
Charge ... +1

Each line ends with the natural charge from an NBO analysis.
CARTESIAN COORDINATES (ANGSTROEM)
O -7.341 23.617 -9.932  -0.830
H -7.891 23.760 -9.099  0.564
H -7.700 24.015 -10.781  0.562
H -7.219 22.625 -10.071  0.547
O -9.128 20.588 -11.152  -0.974
H -9.380 19.740 -11.542  0.499
H -9.926 21.131 -11.198  0.498
O -8.770 24.343 -12.060  -0.998
H -9.448 24.816 -12.554  0.502
H -8.292 23.808 -12.740  0.516
O -6.630 21.013 -10.064  -0.970
H -7.516 20.689 -10.357  0.508
H -6.506 20.622 -9.188  0.501
O -8.287 24.261 -7.576  -0.960
H -9.133 24.140 -7.128  0.501
H -7.787 24.869 -7.017  0.512
O -4.591 24.563 -12.011  -0.933
H -5.046 25.290 -11.576  0.452
H -4.885 24.622 -12.929  0.481
O -4.666 24.251 -9.030  -0.937
H -3.785 24.102 -9.394  0.484
H -5.068 24.878 -9.627  0.454
O -9.251 26.433 -9.816  -0.948
H -9.126 26.603 -10.756  0.470
H -10.129 26.780 -9.620  0.479
C -7.562 23.256 -15.298  -0.631
C -7.094 22.112 -14.417  0.098
C -5.969 21.302 -15.052  -0.631
O -6.716 22.670 -13.146  -0.774
H -8.392 23.836 -14.884  0.191
H -7.883 22.909 -16.279  0.236
H -6.801 24.029 -15.440  0.217
H -7.971 21.491 -14.182  0.159
H -5.107 21.961 -15.164  0.220
H -6.263 20.922 -16.026  0.229
H -5.709 20.484 -14.380  0.214
H -6.472 21.974 -12.522  0.491

=====

Repeat the second record exactly.
A single C16H19N3O3 molecule at a distorted geometry. Source: OMol25; level of theory: the ωB97M-V functional and the def2-TZVPD basis.

DFT total energy ... -27512.952 eV
LUMO ... 0.5 eV
Molar mass ... 301.35 g mol⁻¹
Orbital gap ... 8.63 eV
Charge ... 0

Each line ends with the natural charge from an NBO analysis.
CARTESIAN COORDINATES (ANGSTROEM)
N 0.673 0.345 1.287  -0.826
C -0.692 0.694 1.077  -0.133
C -0.888 1.113 -0.399  -0.420
C -0.011 2.249 -0.866  -0.167
C -0.435 3.530 -1.154  0.024
N 0.395 4.146 -2.034  -0.527
C 1.496 3.314 -2.287  0.111
C 2.658 3.539 -3.066  -0.236
C 3.600 2.497 -3.135  -0.222
C 3.226 1.228 -2.620  -0.222
C 1.999 0.988 -1.915  -0.240
C 1.176 2.088 -1.639  -0.031
C -1.763 -0.294 1.444  0.668
O -2.893 0.130 1.586  -0.625
N -1.612 -1.649 1.627  -0.428
C -2.838 -2.428 1.854  -0.202
C -2.302 -3.847 2.055  -0.419
C -0.787 -3.752 2.362  -0.402
C -0.385 -2.449 1.611  -0.155
C -0.014 -2.775 0.146  0.796
O -0.313 -3.720 -0.500  -0.557
O 0.767 -1.697 -0.320  -0.786
H 0.756 0.268 2.330  0.389
H 1.330 0.903 0.864  0.404
H -0.898 1.594 1.657  0.211
H -0.562 0.253 -0.963  0.231
H -1.941 1.286 -0.584  0.247
H -1.361 4.021 -0.789  0.214
H 0.441 5.173 -2.080  0.410
H 2.861 4.467 -3.506  0.213
H 4.555 2.566 -3.632  0.219
H 3.969 0.410 -2.566  0.214
H 1.827 -0.026 -1.568  0.240
H -3.439 -2.351 0.962  0.208
H -3.393 -2.054 2.659  0.210
H -2.672 -4.527 1.294  0.225
H -2.724 -4.205 2.924  0.207
H -0.242 -4.633 2.012  0.237
H -0.696 -3.707 3.429  0.210
H 0.449 -1.827 2.090  0.223
H 0.682 -0.861 0.354  0.489

=====

> Which formula does entry 2 have?

C16H19N3O3

=====

> Which formula does entry 1 have?

CH2F3NP2

=====

> Among the records above, which one has the lowest LUMO?

C12H26N4O6P